# 1
The following is a DFT calculation (the ωB97M-V functional and the def2-TZVPD basis) of a 2-piece molecular cluster, C14H16 overall.

Last column: natural (NBO) charge in e.
CARTESIAN COORDINATES (ANGSTROEM)
C (1.2019, -0.6659, -2.7248)  -0.646
C (1.8838, 0.3657, -1.8508)  -0.022
C (3.2698, 0.5082, -1.9217)  -0.211
C (3.8986, 1.5189, -1.1767)  -0.209
C (3.0968, 2.3241, -0.4046)  -0.227
C (1.7090, 2.2724, -0.4307)  -0.199
C (1.0998, 1.1694, -1.0058)  -0.212
H (1.9020, -1.3340, -3.2399)  0.211
H (0.6043, -0.3749, -3.5865)  0.229
H (0.7836, -1.3320, -1.9299)  0.225
H (3.9259, -0.1226, -2.5026)  0.209
H (4.9705, 1.5489, -1.0845)  0.212
H (3.5318, 3.1323, 0.1952)  0.207
H (1.1470, 3.0686, 0.0629)  0.213
H (0.0259, 0.9955, -0.9009)  0.220
C (-3.5698, 0.8660, 2.2437)  -0.640
C (-2.7705, -0.3215, 1.7276)  0.007
C (-3.1063, -0.8991, 0.5123)  -0.244
C (-2.2485, -1.8633, -0.0064)  -0.196
C (-1.2175, -2.4583, 0.7140)  -0.244
C (-1.0435, -1.9776, 2.0063)  -0.178
C (-1.6877, -0.8297, 2.4563)  -0.236
H (-4.1246, 0.4748, 3.1170)  0.218
H (-4.4164, 1.0625, 1.6181)  0.218
H (-3.0116, 1.7392, 2.5966)  0.226
H (-4.0242, -0.7771, -0.0634)  0.220
H (-2.3254, -2.2798, -1.0111)  0.209
H (-0.4529, -3.1328, 0.3212)  0.221
H (-0.3687, -2.5011, 2.6905)  0.207
H (-1.2384, -0.2875, 3.2636)  0.215

Properties
* ΔE to the lowest compared entry with this formula, charge and spin: 31.8 kcal per mole
* orbital gap: 9.7591 eV

# 2
The following is a DFT calculation (the ωB97M-V functional and the def2-TZVPD basis) of C14H16BN9OSeSn as an isolated structure.

Last column: natural (NBO) charge in e.
CARTESIAN COORDINATES (ANGSTROEM)
Sn (0.3466, -1.2461, 0.2918)  1.301
B (1.7884, -1.2602, 3.3574)  0.159
N (2.6941, -0.4363, 2.4960)  -0.304
C (3.9193, 0.0444, 2.6687)  -0.002
C (4.2138, 0.8326, 1.5888)  -0.343
C (3.1740, 0.7267, 0.7458)  -0.040
N (2.2050, -0.0155, 1.3298)  -0.381
N (0.3933, -0.5054, 3.4416)  -0.261
C (0.0273, 0.4881, 4.2471)  0.008
C (-1.0335, 1.1507, 3.6973)  -0.341
C (-1.2754, 0.5446, 2.4900)  -0.013
N (-0.3735, -0.5070, 2.3517)  -0.430
H (1.5602, -2.3800, 2.9926)  -0.040
H (2.1421, -1.2972, 4.4825)  -0.034
H (4.5106, -0.2390, 3.5450)  0.226
H (5.0913, 1.4693, 1.4003)  0.232
H (3.1130, 1.0087, -0.2284)  0.215
H (0.5994, 0.7381, 5.0998)  0.223
H (-1.4856, 2.0003, 4.1539)  0.234
H (-1.8708, 0.6991, 1.6629)  0.226
O (0.2687, 0.7306, -0.5899)  -0.708
N (-0.2018, 1.8255, -0.0433)  0.031
C (0.2407, 2.8987, -0.5742)  -0.095
C (1.1763, 2.8891, -1.6945)  0.256
N (1.9347, 2.7997, -2.5513)  -0.291
C (-0.2841, 4.1392, -0.0345)  0.258
N (-0.6485, 5.0317, 0.6095)  -0.280
C (-1.6620, -3.7868, -2.6195)  -0.413
N (-1.5678, -2.3730, -2.9341)  -0.352
C (-1.4622, -1.9448, -4.2449)  -0.075
C (-1.7731, -0.6377, -4.2666)  -0.066
N (-2.1460, -0.3184, -2.9541)  -0.344
C (-2.7309, 0.9345, -2.4929)  -0.407
C (-2.0108, -1.3839, -2.1822)  0.275
Se (-2.5689, -1.4566, -0.4180)  -0.275
H (-0.6978, -4.0184, -2.1689)  0.223
H (-1.9686, -4.3272, -3.4610)  0.217
H (-2.4138, -3.8851, -1.8186)  0.245
H (-0.9575, -2.5344, -4.9542)  0.230
H (-1.6782, -0.0460, -5.1839)  0.250
H (-3.8160, 0.8078, -2.4350)  0.222
H (-2.5942, 1.6348, -3.2596)  0.212
H (-2.1778, 1.2046, -1.5428)  0.254

Properties
* ΔE to the lowest compared entry with this formula, charge and spin: 8.5 kcal per mole
* orbital gap: 8.3059 eV

# 3
The following is a DFT calculation (the ωB97M-V functional and the def2-TZVPD basis) of C14H16I2N4OSSc as an isolated structure.

Last column: natural (NBO) charge in e.
CARTESIAN COORDINATES (ANGSTROEM)
Sc (-0.1233, 0.2036, -0.1547)  1.798
I (-0.2877, -0.2976, 2.9195)  0.339
C (-1.4287, -2.0402, 2.5064)  -0.682
I (-1.7653, -2.2876, 0.4222)  0.367
H (-2.3925, -1.9271, 2.9870)  0.270
H (-0.8699, -2.9002, 2.8539)  0.271
N (1.6216, -0.0566, -3.9132)  -0.462
C (0.3383, -0.0661, -4.4754)  0.165
C (-0.0863, -0.1148, -5.7968)  -0.211
C (-1.4520, -0.1132, -5.9921)  -0.155
C (-2.3553, -0.0686, -4.9150)  -0.161
C (-1.9192, -0.0220, -3.6057)  -0.235
C (-0.5425, -0.0175, -3.4020)  0.076
N (0.2162, 0.0212, -2.2154)  -0.701
C (1.5026, -0.0044, -2.5938)  0.427
C (2.5544, 0.0325, -1.5859)  0.058
C (3.9014, -0.0113, -1.7145)  -0.372
S (4.6367, 0.0463, -0.1755)  0.696
C (3.1276, 0.1340, 0.5608)  -0.112
N (2.1055, 0.1185, -0.2726)  -0.636
H (2.4883, -0.0873, -4.4321)  0.457
H (0.6054, -0.1542, -6.6277)  0.260
H (-1.8397, -0.1532, -7.0008)  0.261
H (-3.4165, -0.0799, -5.1243)  0.253
H (-2.6248, -0.0099, -2.7831)  0.220
H (4.4965, -0.0790, -2.6130)  0.292
H (3.0206, 0.1912, 1.6345)  0.265
C (-2.5373, 3.6145, 1.4376)  -0.427
N (-2.5622, 3.6025, -0.0395)  -0.265
C (-3.2940, 4.6692, -0.7817)  -0.425
C (-1.9529, 2.6846, -0.6966)  0.545
O (-1.2939, 1.7279, -0.1070)  -0.849
H (-3.1132, 4.4646, 1.7833)  0.257
H (-1.5101, 3.7080, 1.7836)  0.234
H (-2.9791, 2.6958, 1.8169)  0.236
H (-3.7432, 5.3371, -0.0561)  0.254
H (-4.0768, 4.2223, -1.3887)  0.245
H (-2.5968, 5.2293, -1.3993)  0.246
H (-1.9899, 2.7107, -1.7835)  0.202

Properties
* net charge: +3
* orbital gap: 7.1205 eV

# 4
The following is a DFT calculation (the ωB97M-V functional and the def2-TZVPD basis) of C14H16N2NiPSSe4Te2 as an isolated structure.

Last column: Löwdin spin population.
CARTESIAN COORDINATES (ANGSTROEM)
Ni (-3.9105, -14.5230, -9.6342)  0.838
Se (-4.6947, -16.6819, -10.3242)  0.383
Te (-2.7394, -18.2126, -9.8440)  0.106
Te (-3.8142, -14.5905, -4.9398)  0.001
Se (-3.8272, -12.7234, -7.0873)  0.003
Se (-3.8458, -14.9039, -12.3482)  0.405
P (-5.6838, -12.7040, -13.1777)  0.054
Se (-3.9230, -12.8681, -11.4080)  0.090
C (-6.9215, -13.7225, -12.3920)  0.003
C (-7.3375, -13.5825, -11.0507)  0.003
C (-8.2987, -14.4448, -10.5676)  0.000
C (-8.8054, -15.5583, -11.2728)  0.002
C (-8.5133, -15.6305, -12.6755)  0.000
C (-7.4659, -14.8098, -13.1296)  0.002
C (-6.2251, -11.0235, -12.6708)  0.007
C (-5.3847, -9.9183, -12.7634)  0.004
C (-5.9372, -8.6261, -12.8051)  0.000
C (-7.2863, -8.4082, -12.4865)  0.002
C (-8.1225, -9.4954, -12.2055)  0.000
C (-7.5892, -10.7734, -12.3374)  0.003
H (-6.8704, -12.7555, -10.4715)  0.001
H (-8.8052, -14.1419, -9.6394)  0.000
H (-9.6326, -16.1031, -10.8610)  0.000
H (-9.2083, -16.1792, -13.3187)  0.000
H (-7.0798, -14.8648, -14.1657)  0.001
H (-4.3041, -10.0241, -12.6273)  0.002
H (-5.2677, -7.7767, -12.9403)  0.000
H (-7.6516, -7.3920, -12.2196)  0.000
H (-9.1152, -9.2919, -11.7926)  0.000
H (-8.1655, -11.6432, -12.0971)  0.000
C (-1.2923, -16.2109, -5.3575)  0.001
N (-2.2265, -16.4245, -6.4254)  0.000
C (-3.5378, -16.0067, -6.4317)  0.003
N (-4.4967, -16.6594, -7.1173)  0.017
S (-2.5822, -13.4107, -8.7546)  0.054
H (-1.2494, -15.1269, -5.3150)  0.000
H (-0.4821, -16.9285, -5.3890)  0.000
H (-1.8302, -16.4775, -4.3808)  0.000
H (-1.9222, -16.8624, -7.2918)  0.000
H (-4.1161, -17.2629, -7.9000)  0.011
H (-5.4469, -16.1831, -7.2399)  0.004

Properties
* net charge: -1
* multiplicity: 3
* orbital gap (alpha / beta): 3.6383 / 4.4306 eV

# 5
The following is a DFT calculation (the ωB97M-V functional and the def2-TZVPD basis) of one molecule with the formula C14H16N2O2S.

Last column: natural (NBO) charge in e.
CARTESIAN COORDINATES (ANGSTROEM)
C (-4.6896, -0.3530, 1.2118)  -0.549
C (-3.7254, -1.0481, -0.0712)  -0.255
C (-4.3357, -0.6637, -1.3754)  -0.587
C (-2.4982, -0.2102, 0.2054)  0.069
C (-1.3454, -0.9220, 0.5789)  -0.255
C (-0.0657, -0.1105, 0.3468)  -0.177
C (-0.0508, 1.2658, 0.1637)  0.078
N (1.2100, 2.0665, 0.3496)  -0.615
C (2.4453, 1.5417, 0.0017)  0.406
N (2.7896, 0.3372, -0.0544)  -0.603
C (4.2604, 0.1446, -0.2552)  0.154
C (4.8139, -0.9912, -0.7870)  -0.541
C (4.3368, -2.1200, 0.3377)  0.844
O (5.1542, -2.8407, 0.3152)  -0.530
O (3.1787, -2.1862, 0.3878)  -0.617
C (4.8396, 1.4187, -0.0027)  -0.457
S (3.8643, 2.8454, 0.2367)  0.214
C (-1.1456, 1.8838, 0.0095)  -0.206
C (-2.4447, 1.4530, -0.0164)  -0.210
H (-4.8527, 0.6733, 0.9285)  0.187
H (-5.4914, -0.8578, 1.0814)  0.184
H (-4.2511, -0.4476, 2.0960)  0.198
H (-3.5834, -1.9924, 0.2991)  0.214
H (-3.6704, -1.1728, -2.1885)  0.219
H (-4.5577, 0.2962, -1.5523)  0.208
H (-5.2794, -1.4935, -1.4112)  0.201
H (-1.2378, -1.9008, 0.6509)  0.200
H (0.7764, -0.7111, 0.8070)  0.218
H (1.1098, 3.1408, 0.3628)  0.415
H (4.4575, -1.1377, -1.5700)  0.188
H (5.9400, -0.7969, -0.5903)  0.238
H (2.6830, -1.5568, 0.0823)  0.517
H (5.8971, 1.7194, -0.0048)  0.227
H (-1.1379, 2.8188, -0.2420)  0.196
H (-3.3938, 1.9078, -0.3313)  0.225

Properties
* ΔE to the lowest compared entry with this formula, charge and spin: 292.2 kcal per mole
* orbital gap: 7.8431 eV

# 6
The following is a DFT calculation (the ωB97M-V functional and the def2-TZVPD basis) of one molecule with the formula C14H16N2O3S.

Last column: natural (NBO) charge in e.
CARTESIAN COORDINATES (ANGSTROEM)
C (-6.1496, -1.2462, 0.1149)  -0.618
C (-4.7015, -1.1327, -0.3342)  -0.065
O (-4.1682, 0.0501, 0.2370)  -0.489
C (-2.8899, 0.3970, -0.0216)  0.328
C (-2.4565, 1.5936, 0.5662)  -0.257
C (-1.1696, 2.0417, 0.3685)  -0.144
C (-0.3043, 1.2984, -0.4159)  -0.392
S (1.3641, 1.8737, -0.6433)  2.307
O (1.3774, 3.2719, -0.9502)  -0.934
O (2.0544, 0.9742, -1.5263)  -0.940
N (1.9337, 1.7544, 0.9378)  -0.850
C (2.1784, 0.4023, 1.4028)  -0.258
C (3.3251, -0.2744, 0.7008)  -0.072
C (3.1384, -1.3866, -0.1091)  -0.150
C (4.2277, -1.9340, -0.7645)  -0.249
C (5.4693, -1.3445, -0.5829)  0.033
N (5.6634, -0.2925, 0.1930)  -0.409
C (4.6193, 0.2250, 0.8116)  0.032
C (-0.7134, 0.1202, -1.0029)  -0.168
C (-2.0061, -0.3389, -0.8109)  -0.277
H (-6.1996, -1.2923, 1.1991)  0.216
H (-6.5960, -2.1443, -0.3019)  0.216
H (-6.7112, -0.3792, -0.2209)  0.217
H (-4.6460, -1.0781, -1.4295)  0.176
H (-4.1283, -2.0055, 0.0065)  0.174
H (-3.1589, 2.1470, 1.1686)  0.231
H (-0.8169, 2.9624, 0.8032)  0.240
H (2.7237, 2.3717, 1.0583)  0.402
H (1.2514, -0.1524, 1.2327)  0.215
H (2.3651, 0.4497, 2.4811)  0.222
H (2.1515, -1.8112, -0.2268)  0.211
H (4.1152, -2.7936, -1.4068)  0.218
H (6.3522, -1.7291, -1.0761)  0.193
H (4.8294, 1.0859, 1.4359)  0.180
H (-0.0107, -0.4233, -1.6153)  0.242
H (-2.3132, -1.2603, -1.2789)  0.219

Properties
* ΔE to the lowest compared entry with this formula, charge and spin: 59.6 kcal per mole
* orbital gap: 9.7726 eV